Record 1
Molecular formula: C22H30IN3O8S
Method: DFT, ωB97M-V/def2-TZVPD

Values from the calculation:
HOMO level	-8.8872	eV
E_LUMO	-0.7927	eV
SMILES string	CCC[C@H]1OS(=O)(=O)O[C@]1(I)CCCCCN.O=[N+]([O-])c1ccccc1.O=[N+]([O-])c1ccccc1
gap between HOMO and LUMO	8.094	eV
F_max	0.8	eV Å⁻¹

Bonds (Å) are listed after each position.
Atoms and positions in Å:
1 C -3.5636 -2.3025 -1.2766  C2 1.540, H18 1.088, H19 1.088, H20 1.092
2 C -2.1697 -1.8357 -1.7351  C1 1.540, C3 1.532, H21 1.088, H22 1.087
3 C -1.1417 -2.0312 -0.6161  C2 1.532, C4 1.519, H23 1.092, H24 1.089
4 C 0.3283 -2.0469 -0.9983  C3 1.519, O5 1.465, C10 1.540, H25 1.089
5 O 0.5638 -3.2365 -1.8196  C4 1.465, S6 1.579
6 S 0.8329 -2.8750 -3.3327  O5 1.579, O7 1.414, O8 1.419, O9 1.602
7 O -0.1999 -3.3831 -4.1544  S6 1.414
8 O 2.1801 -3.1440 -3.6881  S6 1.419
9 O 0.6459 -1.2936 -3.1621  S6 1.602, C10 1.431
10 C 0.9665 -0.9122 -1.8210  C4 1.540, O9 1.431, I11 2.139, C12 1.524
11 I 0.0800 0.9567 -1.2745  C10 2.139
12 C 2.4650 -0.8448 -1.5536  C10 1.524, C13 1.534, H26 1.092, H27 1.089
13 C 3.2582 0.3000 -2.1964  C12 1.534, C14 1.533, H28 1.091, H29 1.089
14 C 2.8534 0.6979 -3.6207  C13 1.533, C15 1.544, H30 1.089, H31 1.092
15 C 3.4477 -0.2450 -4.6897  C14 1.544, C16 1.529, H32 1.090, H33 1.091
16 C 2.4602 -0.6906 -5.7691  C15 1.529, N17 1.475, H34 1.092, H35 1.090
17 N 2.9268 -1.9375 -6.4031  C16 1.475, H36 1.012, H37 1.011
18 H -4.3406 -1.5949 -1.5597  C1 1.088
19 H -3.8225 -3.2763 -1.6866  C1 1.088
20 H -3.6000 -2.3925 -0.1888  C1 1.092
21 H -1.8797 -2.4179 -2.6067  C2 1.088
22 H -2.2264 -0.7858 -2.0108  C2 1.087
23 H -1.3324 -2.9943 -0.1383  C3 1.092
24 H -1.3076 -1.2867 0.1610  C3 1.089
25 H 0.8762 -2.2031 -0.0700  C4 1.089
26 H 2.5440 -0.7431 -0.4694  C12 1.092
27 H 2.9297 -1.7968 -1.8058  C12 1.089
28 H 4.2925 -0.0400 -2.2727  C13 1.091
29 H 3.2589 1.1767 -1.5506  C13 1.089
30 H 1.7759 0.7993 -3.7457  C14 1.089
31 H 3.2642 1.6954 -3.7886  C14 1.092
32 H 3.8768 -1.1300 -4.2199  C15 1.090
33 H 4.2667 0.2771 -5.1854  C15 1.091
34 H 1.4615 -0.7950 -5.3393  C16 1.092
35 H 2.4285 0.0743 -6.5452  C16 1.090
36 H 2.4659 -2.7376 -5.9878  N17 1.012
37 H 2.6609 -1.9361 -7.3787  N17 1.011
38 O -2.2405 -3.0303 4.2466  N39 1.210
39 N -2.0756 -2.0637 3.5371  O38 1.210, O40 1.216, C41 1.473
40 O -1.2707 -1.9998 2.6280  N39 1.216
41 C -2.8922 -0.8652 3.7933  N39 1.473, C42 1.381, C46 1.384
42 C -3.7935 -0.8800 4.8401  C41 1.381, C43 1.386, H47 1.080
43 C -4.5380 0.2617 5.0888  C42 1.386, C44 1.389, H48 1.081
44 C -4.3728 1.3899 4.2963  C43 1.389, C45 1.389, H49 1.082
45 C -3.4655 1.3820 3.2446  C44 1.389, C46 1.385, H50 1.081
46 C -2.7177 0.2451 2.9862  C41 1.384, C45 1.385, H51 1.080
47 H -3.9100 -1.7627 5.4506  C42 1.080
48 H -5.2455 0.2710 5.9062  C43 1.081
49 H -4.9514 2.2809 4.4997  C44 1.082
50 H -3.3347 2.2620 2.6306  C45 1.081
51 H -2.0071 0.2258 2.1726  C46 1.080
52 O -0.7821 5.8998 2.6131  N53 1.211
53 N -0.8868 4.6989 2.7275  O52 1.211, O54 1.216, C55 1.473
54 O -1.8893 4.0646 2.4604  N53 1.216
55 C 0.2820 3.9513 3.2214  N53 1.473, C56 1.382, C60 1.381
56 C 1.4306 4.6430 3.5554  C55 1.382, C57 1.385, H61 1.079
57 C 2.5188 3.9287 4.0296  C56 1.385, C58 1.389, H62 1.081
58 C 2.4452 2.5477 4.1594  C57 1.389, C59 1.389, H63 1.082
59 C 1.2823 1.8729 3.8122  C58 1.389, C60 1.385, H64 1.081
60 C 0.1884 2.5788 3.3404  C55 1.381, C59 1.385, H65 1.080
61 H 1.4752 5.7162 3.4482  C56 1.079
62 H 3.4255 4.4519 4.2991  C57 1.081
63 H 3.2973 1.9957 4.5330  C58 1.082
64 H 1.2252 0.7974 3.9098  C59 1.081
65 H -0.7233 2.0676 3.0694  C60 1.080

***

Record 2
Molecular formula: C22H30N2O2S2
Method: DFT, ωB97M-V/def2-TZVPD

Values from the calculation:
HOMO level	-8.1750	eV
E_LUMO	0.6000	eV
SMILES string	CC[C@@](C)(C(=O)NC1CCCCC1)N(Cc1cccs1)C(=O)Cc1cccs1
gap between HOMO and LUMO	8.775	eV
energy relative to the best compared isomer or geometry (same formula, charge and spin)	4.9	kcal per mole
F_max	0.7	eV Å⁻¹

Bonds (Å) are listed after each position.
Atoms and positions in Å:
1 C 1.7489 1.6063 3.1651  C2 1.527, H29 1.088, H30 1.087, H31 1.087
2 C 1.9219 0.9016 1.8217  C1 1.527, C3 1.541, H32 1.092, H33 1.092
3 C 0.8007 1.2011 0.8074  C2 1.541, C4 1.530, C5 1.556, N14 1.474
4 C 0.9027 2.6396 0.2972  C3 1.530, H34 1.086, H35 1.088, H36 1.086
5 C 0.8703 0.3291 -0.4796  C3 1.556, O6 1.216, N7 1.345
6 O -0.0466 0.3665 -1.2771  C5 1.216
7 N 2.0323 -0.2974 -0.7347  C5 1.345, C8 1.455, H37 1.006
8 C 2.1587 -1.1831 -1.8818  N7 1.455, C9 1.538, C13 1.533, H38 1.095
9 C 1.4803 -2.5352 -1.6039  C8 1.538, C10 1.523, H39 1.089, H40 1.091
10 C 2.1343 -3.6409 -2.4220  C9 1.523, C11 1.534, H41 1.092, H42 1.091
11 C 3.5845 -3.8636 -1.9747  C10 1.534, C12 1.534, H43 1.091, H44 1.092
12 C 4.2217 -2.5622 -1.4722  C11 1.534, C13 1.525, H45 1.092, H46 1.091
13 C 3.6435 -1.3640 -2.2179  C8 1.533, C12 1.525, H47 1.092, H48 1.090
14 N -0.5049 0.8917 1.4170  C3 1.474, C15 1.444, C21 1.352
15 C -1.3764 1.9430 1.8867  N14 1.444, C16 1.501, H49 1.094, H50 1.095
16 C -2.3388 2.4711 0.8628  C15 1.501, C17 1.356, S20 1.740
17 C -2.4650 2.1835 -0.4566  C16 1.356, C18 1.416, H51 1.076
18 C -3.5149 2.9037 -1.0762  C17 1.416, C19 1.354, H52 1.075
19 C -4.1653 3.7278 -0.2214  C18 1.354, S20 1.721, H53 1.072
20 S -3.5135 3.6497 1.3700  C16 1.740, C19 1.721
21 C -0.7742 -0.4285 1.5230  N14 1.352, O22 1.221, C23 1.522
22 O 0.0344 -1.2668 1.1548  C21 1.221
23 C -2.1011 -0.8642 2.1292  C21 1.522, C24 1.491, H54 1.091, H55 1.095
24 C -3.2404 -0.5546 1.2185  C23 1.491, C25 1.359, S28 1.735
25 C -3.3273 -0.7971 -0.1158  C24 1.359, C26 1.413, H56 1.075
26 C -4.5604 -0.3868 -0.6714  C25 1.413, C27 1.355, H57 1.075
27 C -5.3945 0.1574 0.2475  C26 1.355, S28 1.719, H58 1.072
28 S -4.6941 0.1805 1.8171  C24 1.735, C27 1.719
29 H 2.5716 1.3348 3.8228  C1 1.088
30 H 0.8217 1.3043 3.6459  C1 1.087
31 H 1.7535 2.6881 3.0562  C1 1.087
32 H 2.8757 1.2068 1.3864  C2 1.092
33 H 1.9411 -0.1738 2.0092  C2 1.092
34 H 0.9524 3.3632 1.1058  C4 1.086
35 H 1.8126 2.7296 -0.2933  C4 1.088
36 H 0.0577 2.8753 -0.3427  C4 1.086
37 H 2.6470 -0.5065 0.0344  N7 1.006
38 H 1.6458 -0.6779 -2.7063  C8 1.095
39 H 0.4192 -2.4559 -1.8378  C9 1.089
40 H 1.5555 -2.7642 -0.5396  C9 1.091
41 H 2.1058 -3.3619 -3.4772  C10 1.092
42 H 1.5689 -4.5675 -2.3143  C10 1.091
43 H 3.6160 -4.6073 -1.1766  C11 1.091
44 H 4.1620 -4.2597 -2.8122  C11 1.092
45 H 4.0307 -2.4452 -0.4037  C12 1.092
46 H 5.3041 -2.6023 -1.6067  C12 1.091
47 H 4.1832 -0.4511 -1.9578  C13 1.092
48 H 3.7605 -1.5211 -3.2906  C13 1.090
49 H -0.7594 2.7698 2.2511  C15 1.094
50 H -1.9503 1.5821 2.7462  C15 1.095
51 H -1.8358 1.4796 -0.9723  C17 1.076
52 H -3.7681 2.8025 -2.1161  C18 1.075
53 H -4.9904 4.3841 -0.4145  C19 1.072
54 H -2.2577 -0.4113 3.1097  C23 1.091
55 H -2.0229 -1.9477 2.2663  C23 1.095
56 H -2.5258 -1.2340 -0.6838  C25 1.075
57 H -4.8091 -0.4916 -1.7121  C26 1.075
58 H -6.3821 0.5504 0.1107  C27 1.072

***

Record 3
Molecular formula: C22H30N4O2
Method: DFT, ωB97M-V/def2-TZVPD

Values from the calculation:
HOMO level	-7.9369	eV
E_LUMO	0.5379	eV
SMILES string	CCCCN(CC)CCNC(=O)c1cc2c(=O)n(C)c3ccccc3c2n1C
gap between HOMO and LUMO	8.475	eV
energy relative to the best compared isomer or geometry (same formula, charge and spin)	31.1	kcal per mole
F_max	1.0	eV Å⁻¹

Bonds (Å) are listed after each position.
Atoms and positions in Å:
1 C -6.0152 -3.6679 1.2364  C2 1.524, H29 1.088, H30 1.088, H31 1.088
2 C -6.3821 -2.1999 1.4140  C1 1.524, C3 1.527, H32 1.093, H33 1.093
3 C -5.6219 -1.3085 0.4351  C2 1.527, C4 1.529, H34 1.091, H35 1.091
4 C -5.9827 0.1660 0.6202  C3 1.529, N5 1.450, H36 1.093, H37 1.104
5 N -5.3472 0.9996 -0.3813  C4 1.450, C6 1.447, C8 1.449
6 C -6.0558 2.2219 -0.6958  N5 1.447, C7 1.534, H38 1.094, H39 1.094
7 C -6.2016 3.2233 0.4574  C6 1.534, H40 1.087, H41 1.087, H42 1.088
8 C -3.9151 1.1482 -0.2193  N5 1.449, C9 1.540, H43 1.096, H44 1.096
9 C -3.1699 0.4266 -1.3578  C8 1.540, N10 1.442, H45 1.093, H46 1.090
10 N -1.7397 0.5139 -1.1979  C9 1.442, C11 1.354, H47 1.007
11 C -0.9987 -0.5155 -0.7248  N10 1.354, O12 1.223, C13 1.476
12 O -1.4715 -1.6279 -0.5413  C11 1.223
13 C 0.4100 -0.1535 -0.4757  C11 1.476, C14 1.379, N27 1.377
14 C 0.9014 1.1016 -0.1826  C13 1.379, C15 1.403, H48 1.071
15 C 2.2836 0.9611 0.0130  C14 1.403, C16 1.440, C26 1.398
16 C 3.2454 1.9715 0.3694  C15 1.440, O17 1.220, N18 1.390
17 O 2.9826 3.1499 0.5434  C16 1.220
18 N 4.5408 1.4895 0.5158  C16 1.390, C19 1.449, C20 1.382
19 C 5.5357 2.4680 0.9055  N18 1.449, H49 1.090, H50 1.091, H51 1.091
20 C 4.9119 0.1763 0.2994  N18 1.382, C21 1.400, C25 1.421
21 C 6.2543 -0.1966 0.4363  C20 1.400, C22 1.378, H52 1.076
22 C 6.6676 -1.4910 0.2098  C21 1.378, C23 1.387, H53 1.080
23 C 5.7502 -2.4594 -0.1684  C22 1.387, C24 1.377, H54 1.079
24 C 4.4223 -2.1224 -0.3031  C23 1.377, C25 1.399, H55 1.075
25 C 3.9676 -0.8204 -0.0672  C20 1.421, C24 1.399, C26 1.434
26 C 2.6052 -0.3863 -0.1779  C15 1.398, C25 1.434, N27 1.360
27 N 1.4530 -1.0530 -0.4565  C13 1.377, C26 1.360, C28 1.439
28 C 1.2969 -2.4626 -0.7022  N27 1.439, H56 1.089, H57 1.091, H58 1.092
29 H -6.2656 -4.0034 0.2325  C1 1.088
30 H -6.5529 -4.2877 1.9506  C1 1.088
31 H -4.9481 -3.8130 1.3876  C1 1.088
32 H -7.4570 -2.0722 1.2639  C2 1.093
33 H -6.1530 -1.8901 2.4366  C2 1.093
34 H -4.5508 -1.4522 0.5824  C3 1.091
35 H -5.8611 -1.5987 -0.5892  C3 1.091
36 H -7.0640 0.2767 0.5053  C4 1.093
37 H -5.7197 0.4753 1.6470  C4 1.104
38 H -7.0515 1.9415 -1.0524  C6 1.094
39 H -5.5308 2.6995 -1.5277  C6 1.094
40 H -6.7891 2.7940 1.2650  C7 1.087
41 H -6.7025 4.1213 0.1053  C7 1.087
42 H -5.2276 3.5043 0.8521  C7 1.088
43 H -3.5826 0.7271 0.7362  C8 1.096
44 H -3.6267 2.2057 -0.2319  C8 1.096
45 H -3.4593 0.8620 -2.3176  C9 1.093
46 H -3.4313 -0.6319 -1.3553  C9 1.090
47 H -1.3136 1.4221 -1.2843  N10 1.007
48 H 0.3608 2.0202 -0.0733  C14 1.071
49 H 5.0092 3.4150 1.0248  C19 1.090
50 H 6.2991 2.5803 0.1342  C19 1.091
51 H 6.0006 2.1946 1.8536  C19 1.091
52 H 6.9935 0.5328 0.7199  C21 1.076
53 H 7.7109 -1.7446 0.3228  C22 1.080
54 H 6.0720 -3.4720 -0.3577  C23 1.079
55 H 3.7292 -2.8859 -0.6059  C24 1.075
56 H 0.2327 -2.6834 -0.7700  C28 1.089
57 H 1.7155 -3.0380 0.1246  C28 1.091
58 H 1.7826 -2.7496 -1.6375  C28 1.092